ORCA calculation (ωB97M-V/def2-TZVPD) on the molecule C2H4O2.

Structure (ORCA input):
```
! wB97M-V def2-TZVPD RIJCOSX def2/J DEFGRID3
* xyz 0 1
C 0.735 0.397 -0.459
C -0.205 -0.430 0.308
H 1.196 1.232 0.317
H 0.126 1.036 -1.356
H 1.561 -0.344 -0.952
H -2.027 -0.532 0.863
O -1.450 0.079 0.365
O 0.064 -1.439 0.915
*
```

As for the energy: -6233.3791 eV. As for the orbital gap: 11.27 eV. The SMILES is CC(=O)O. The calculation puts the energy above the lowest of the compared OMol25 structures with the same formula, charge and spin at 21.4 kcal/mol.

Atom charges from the Löwdin analysis, given in e for atoms 1 to 2: -0.041 -0.658

=====

ORCA calculation (ωB97M-V/def2-TZVPD) on C28H21Br2MoN5S as an isolated structure.

Structure (ORCA input):
```
! wB97M-V def2-TZVPD RIJCOSX def2/J DEFGRID3
* xyz 2 3
Mo -0.227 -0.213 -0.032
S 1.942 -4.182 -0.591
C 0.494 -4.339 -1.468
C -0.277 -3.212 -1.421
C 0.321 -2.172 -0.642
C 1.535 -2.589 -0.147
C 2.296 -1.689 0.689
C 3.549 -1.905 1.249
C 4.136 -0.906 1.995
C 3.468 0.305 2.188
C 2.233 0.462 1.623
N 1.654 -0.515 0.889
H 0.274 -5.267 -1.978
H -1.236 -3.166 -1.917
H 4.050 -2.849 1.080
H 5.116 -1.060 2.431
H 3.897 1.103 2.779
H 1.657 1.367 1.771
Br -3.159 1.532 2.160
C -1.438 1.193 2.843
C -0.960 2.090 3.757
C 0.104 1.740 4.620
C 0.553 0.455 4.639
C 0.075 -0.488 3.698
C 0.406 -1.858 3.824
C -0.151 -2.807 3.008
C -0.875 -2.406 1.877
C -1.097 -1.060 1.622
C -0.828 -0.087 2.667
H -1.470 3.035 3.892
H 0.466 2.460 5.342
H 1.258 0.126 5.395
H 1.060 -2.156 4.638
H 0.043 -3.859 3.176
H -1.156 -3.149 1.144
Br 2.011 0.998 -1.903
C 0.523 0.448 -2.920
C 0.492 0.636 -4.284
C -0.626 0.183 -4.965
C -1.655 -0.431 -4.264
C -1.534 -0.569 -2.903
N -0.449 -0.138 -2.232
H 1.321 1.116 -4.787
H -0.692 0.312 -6.039
H -2.543 -0.798 -4.762
H -2.312 -1.034 -2.315
N -0.602 5.249 -0.598
C -1.246 4.069 -0.731
C -0.683 2.869 -0.263
N -1.330 1.714 -0.388
C -2.537 1.718 -0.970
C -3.059 2.901 -1.449
N -2.429 4.066 -1.342
H 0.267 5.336 -0.106
H -1.066 6.086 -0.909
H 0.283 2.861 0.224
H -3.084 0.789 -1.025
H -4.029 2.907 -1.934
*
```

As for the energy: -189587.9042 eV. As for the orbital gap (alpha / beta): 6.29 / 6.51 eV. The calculation puts the energy above the lowest of the compared OMol25 structures with the same formula, charge and spin at 45.5 kcal/mol.

Atom charges from the Löwdin analysis, given in e for atoms 1 to 2: 1.574 1.114

=====

ORCA calculation (ωB97M-V/def2-TZVPD) on the molecule C6H11N.

Structure (ORCA input):
```
! wB97M-V def2-TZVPD RIJCOSX def2/J DEFGRID3
* xyz 0 1
C -1.730 -0.916 0.057
C -0.272 -0.535 0.319
C 0.691 -1.400 -0.516
C -0.063 0.997 0.088
C 1.073 1.597 0.928
C 0.230 1.148 -1.342
N 0.563 0.989 -2.439
H -2.418 -0.346 0.694
H -1.890 -1.979 0.265
H -2.004 -0.731 -0.989
H -0.061 -0.705 1.384
H 0.744 -1.078 -1.565
H 0.354 -2.438 -0.523
H 1.708 -1.370 -0.112
H -0.994 1.528 0.328
H 1.236 2.651 0.678
H 0.825 1.531 1.992
H 2.008 1.057 0.753
*
```

As for the energy: -7890.2857 eV. As for the orbital gap: 12.24 eV. The SMILES is CC(C)[C@@H](C)C#N. The calculation puts the energy above the lowest of the compared OMol25 structures with the same formula, charge and spin at 5.7 kcal/mol.

Atom charges from the Löwdin analysis, given in e for atoms 1 to 2: -0.078 -0.391

=====

ORCA calculation (ωB97M-V/def2-TZVPD) on a 2-piece molecular cluster, C2H5F2P overall.

Structure (ORCA input):
```
! wB97M-V def2-TZVPD RIJCOSX def2/J DEFGRID3
* xyz 0 1
C -0.360 0.081 -1.345
C 0.530 0.818 -0.426
F -0.869 -1.683 1.708
F 1.036 -0.820 2.833
P -0.425 -0.265 2.377
H -0.777 -0.809 -0.865
H -1.184 0.702 -1.688
H 0.204 -0.288 -2.204
H 0.343 1.848 -0.187
H 1.503 0.417 -0.203
*
```

As for the energy: -16877.6362 eV. As for the orbital gap (alpha / beta): 7.72 / 8.60 eV. The calculation puts the energy above the lowest of the compared OMol25 structures with the same formula, charge and spin at 19.7 kcal/mol.

Atom charges from the Löwdin analysis, given in e for atoms 1 to 2: -0.203 -0.103

=====

ORCA calculation (ωB97M-V/def2-TZVPD) on C5H8O2 as an isolated structure.

Structure (ORCA input):
```
! wB97M-V def2-TZVPD RIJCOSX def2/J DEFGRID3
* xyz 0 1
C 0.461 -0.209 -1.967
C -1.681 -0.739 1.030
C 0.564 0.509 0.785
C -0.687 0.063 0.233
C 1.748 0.844 1.180
O -0.125 -0.852 -0.847
O -0.832 1.366 0.020
H 0.197 -0.796 -2.848
H 0.081 0.809 -2.090
H 1.550 -0.179 -1.856
H -1.938 -0.201 1.942
H -2.572 -0.865 0.417
H -1.271 -1.715 1.285
H 2.543 0.111 1.211
H 1.961 1.854 1.505
*
```

As for the energy: -9405.3416 eV. As for the orbital gap: 9.65 eV. The calculation puts the energy above the lowest of the compared OMol25 structures with the same formula, charge and spin at 103.6 kcal/mol.

Atom charges from the Löwdin analysis, given in e for atoms 1 to 2: -0.108 0.024

=====

ORCA calculation (ωB97M-V/def2-TZVPD) on the molecule Cl2H2NP.

Structure (ORCA input):
```
! wB97M-V def2-TZVPD RIJCOSX def2/J DEFGRID3
* xyz 0 1
N 0.147 0.782 -1.530
P 0.588 0.500 0.092
Cl 1.184 0.032 -3.112
Cl 0.199 2.444 -2.083
H 1.048 -0.754 -0.259
H 1.788 1.151 -0.001
*
```

As for the energy: -35852.6464 eV. As for the orbital gap: 8.26 eV. The SMILES is PN(Cl)Cl. The calculation puts the energy above the lowest of the compared OMol25 structures with the same formula, charge and spin at 116.0 kcal/mol.

Atom charges from the Löwdin analysis, given in e for atoms 1 to 2: -1.118 0.721

=====

ORCA calculation (ωB97M-V/def2-TZVPD) on C19H16Br18ClO5P as an isolated structure.

Structure (ORCA input):
```
! wB97M-V def2-TZVPD RIJCOSX def2/J DEFGRID3
* xyz 0 1
O 3.652 -0.296 0.405
C 3.054 0.694 0.043
C 3.728 2.053 0.366
C 3.368 3.142 -0.360
C 2.322 3.069 -1.515
O 2.371 3.950 -2.336
C 1.380 1.854 -1.515
C 0.148 1.875 -2.265
C -0.377 3.041 -3.119
C -1.484 3.774 -2.128
C -0.856 4.236 -0.664
O -1.277 5.173 -1.893
C -0.712 0.683 -2.177
Cl -2.267 0.673 -3.073
C -0.394 -0.497 -1.399
C 0.868 -0.506 -0.647
P 1.228 -2.048 0.383
O 1.527 -1.504 1.966
O -0.273 -2.835 0.547
C 1.724 0.657 -0.720
H 4.495 2.104 1.163
H 3.890 4.095 -0.127
H -0.943 2.724 -4.024
H 0.362 3.824 -3.379
H -2.554 3.363 -2.136
H -1.063 5.147 -0.054
H -1.763 3.682 -0.191
H -1.111 -1.392 -1.369
H 0.907 -0.758 2.107
H -0.827 -2.304 1.157
C -4.506 -0.818 0.175
Br -4.845 -0.530 2.056
Br -5.495 0.421 -0.932
Br -2.605 -0.788 -0.231
H -4.866 -1.814 -0.063
C -6.018 -3.999 3.955
Br -6.253 -5.647 4.939
Br -6.171 -2.447 5.097
Br -4.362 -3.993 2.954
H -6.827 -3.941 3.234
C 4.508 -5.034 1.343
Br 5.429 -4.042 -0.038
Br 5.336 -4.786 3.073
Br 2.617 -4.627 1.391
H 4.600 -6.085 1.094
C 7.713 4.217 -1.207
Br 6.035 3.383 -0.707
Br 7.537 5.260 -2.825
Br 8.455 5.260 0.244
H 8.418 3.420 -1.418
C -8.114 1.202 3.945
Br -6.819 0.893 5.354
Br -7.575 2.652 2.787
Br -8.507 -0.405 2.944
H -9.037 1.505 4.426
C 2.566 -5.408 -2.939
Br 2.393 -3.663 -2.123
Br 1.850 -6.802 -1.808
Br 1.793 -5.455 -4.713
H 3.628 -5.603 -3.050
*
```

As for the energy: -1312765.8295 eV. As for the orbital gap: 7.17 eV.

Atom charges from the Löwdin analysis, given in e for atoms 1 to 2: 0.073 -0.315

=====

ORCA calculation (ωB97M-V/def2-TZVPD) on the molecule C4H8S.

Structure (ORCA input):
```
! wB97M-V def2-TZVPD RIJCOSX def2/J DEFGRID3
* xyz 0 1
C -0.952 1.513 -0.055
C -0.830 -0.007 -0.339
C -1.966 -0.863 0.471
C 0.532 -0.635 -0.514
H -0.194 1.976 -0.598
H -0.897 1.604 1.107
H -1.952 1.856 -0.278
H -1.238 -0.369 -1.411
H -1.599 -1.100 1.484
H -2.172 -1.657 -0.398
H -2.788 -0.413 0.286
H 0.255 -1.587 -0.962
S 1.868 -0.022 0.212
*
```

As for the energy: -15110.1401 eV. As for the orbital gap: 8.46 eV. The SMILES is CC(C)C=S. The calculation puts the energy above the lowest of the compared OMol25 structures with the same formula, charge and spin at 51.8 kcal/mol.

Atom charges from the Löwdin analysis, given in e for atoms 1 to 2: -0.099 -0.502